[1]
C7H13Cl3O6 | ωB97M-V/def2-TZVPD

The geometry in XYZ format:
```
29
Properties=species:S:1:pos:R:3:forces:R:3:lowdin_spin:R:1
C 4.20034 -1.77109 1.61236 1.2 1.1 1.8 0.001
O 4.11514 -1.66485 0.20538 -3.7 1.5 -2.0 0.049
C 3.09680 -0.87942 -0.29082 2.1 -1.8 -1.5 0.014
O 2.08162 -0.48917 0.31801 1.2 -0.2 -0.6 0.482
O 3.33326 -0.69338 -1.60918 -0.1 -0.4 3.0 0.079
C 2.56296 0.15852 -2.44428 -0.7 1.4 -0.2 0.002
H 4.81420 -0.89262 1.81129 0.2 -0.2 0.9 0.000
H 4.73663 -2.67311 1.90704 -0.1 0.0 -0.5 0.000
H 3.30106 -1.66942 2.21986 -0.4 -0.2 -0.7 0.001
H 1.48919 0.09340 -2.26855 0.1 -1.0 -0.5 0.002
H 2.95691 -0.04717 -3.43957 -0.6 -0.1 0.1 0.002
H 2.70677 1.21941 -2.23951 0.8 0.0 0.3 0.000
C -3.51732 2.57770 4.03624 -1.1 -1.4 2.1 0.002
O -2.69497 2.39167 2.91539 2.1 1.7 -0.8 0.000
C -2.74127 1.25676 2.28117 -1.6 -0.4 0.0 0.003
O -3.62901 0.44943 2.49444 1.4 -0.2 -1.0 0.108
O -1.73518 1.19003 1.32538 -1.5 0.3 0.7 0.178
C -1.79253 0.09835 0.38562 -0.2 -0.4 1.9 0.030
H -3.31845 3.37241 4.75526 0.8 0.9 -1.3 0.000
H -3.30118 1.74940 4.71100 -0.6 -0.6 -0.2 0.002
H -4.58064 2.60925 3.79863 0.2 -0.2 -0.3 0.000
H -2.18989 0.39937 -0.58371 0.6 0.4 -0.2 0.016
H -2.47972 -0.65986 0.76111 -0.1 0.0 0.1 0.003
H -0.77420 -0.27034 0.50879 0.0 -0.2 -1.2 0.009
C -1.33989 -1.09071 -4.71588 -0.3 -0.2 0.2 0.000
Cl -1.05065 -0.63046 -2.97464 0.3 -0.4 -0.6 0.013
Cl -2.73300 -2.20543 -4.75923 0.6 0.6 -0.1 0.002
Cl 0.05893 -1.80867 -5.56926 -0.6 0.5 0.8 0.002
H -1.57578 -0.12012 -5.15224 -0.1 -0.5 -0.3 0.000
```
Positions in Å, forces in eV/Å.

As for the total energy: -57309.749 eV. The highest occupied orbital energy (spin up / spin down) comes out at -13.7665 / -13.3803 eV. As for the spin multiplicity: 2. Its charge is +1.



[2]
C6H9N | ωB97M-V/def2-TZVPD

The geometry in XYZ format:
```
16
Properties=species:S:1:pos:R:3:forces:R:3:mulliken_charge:R:1
C -2.44907 -0.36577 0.07976 -0.1 0.0 0.1 -1.167
C -1.05332 0.16860 0.05953 0.1 -0.2 -0.1 0.616
C -0.59442 1.44685 0.41841 0.0 0.2 0.0 -0.365
C 0.79756 1.56891 0.29842 -0.4 -0.3 0.0 -1.036
C 1.17841 0.26004 -0.32274 0.2 0.1 -0.1 0.724
C 2.42687 -0.48896 0.10705 0.1 0.0 0.1 -1.344
N -0.02969 -0.57748 -0.34690 -0.1 0.1 0.1 -0.131
H -2.49982 -1.30297 0.64187 0.0 0.1 -0.1 0.325
H -3.12607 0.35082 0.54559 0.1 0.0 0.0 0.315
H -2.81138 -0.56835 -0.93343 0.1 0.1 0.1 0.302
H -1.28502 2.22029 0.74639 0.2 -0.1 0.0 0.363
H 1.33118 0.62745 -1.35038 0.0 -0.1 -0.1 0.152
H 2.62286 -1.33830 -0.55844 0.0 0.1 0.1 0.342
H 3.28431 0.18619 0.06284 -0.1 -0.1 0.0 0.363
H 2.34136 -0.86464 1.12872 0.0 0.1 0.0 0.330
H -0.09011 -1.53970 -0.64437 0.0 0.1 0.0 0.212
```
Positions in Å, forces in eV/Å.

As for the total energy: -7855.438 eV. The highest occupied orbital energy comes out at -7.6042 eV. For the energy relative to the best compared isomer or geometry (same formula, charge and spin), the calculation gives 62.8 kcal/mol.